1.
{"formula": "C3H12N2OS", "method": "the ωB97M-V functional and the def2-TZVPD basis", "elements": ["N", "C", "C", "S", "C", "N", "H", "H", "H", "H", "H", "H", "H", "H", "H", "H", "H", "H", "O"], "coordinates": [[0.71845, 0.08783, 0.79699], [-0.13810, -0.65261, -0.12352], [0.35378, -1.95401, -0.76411], [0.93155, -3.25631, 1.81296], [-0.73882, 0.27422, -1.24782], [-0.90955, 1.63929, -0.82961], [1.68733, -0.12101, 0.56791], [0.40199, -2.72235, 0.04698], [0.58014, -0.21508, 1.75399], [-1.01817, -0.93176, 0.46259], [-0.39309, -2.29967, -1.47484], [1.37416, -1.86742, -1.13624], [-1.72285, -0.18972, -1.43887], [-0.20762, 0.28166, -2.20067], [-1.43900, 1.80705, 0.01160], [-1.15339, 2.25539, -1.57781], [0.76945, 2.10108, 1.19374], [0.71887, 3.17141, 2.34318], [0.18486, 2.59198, 1.80354]], "homo_energy_ev": -8.8, "orbital_gap_ev": 5.767, "multiplicity": 1}

2.
{"formula": "C3HCl2NS", "method": "the ωB97M-V functional and the def2-TZVPD basis", "elements": ["C", "C", "C", "N", "S", "Cl", "Cl", "H"], "coordinates": [[0.63721, 0.52424, 0.29316], [-0.21289, -0.07311, 1.23666], [-0.07789, -0.45476, -1.75238], [0.42627, 0.31518, -0.98012], [-1.44237, -1.08928, 0.83234], [0.17268, 0.29990, 2.87859], [-0.95503, -0.68708, -3.07847], [1.45202, 1.16491, 0.57021]], "homo_energy_ev": [-8.3, -8.3], "orbital_gap_ev": [7.329, 7.329], "multiplicity": 1}

3.
{"formula": "C25H36AuBN8O2", "method": "the ωB97M-V functional and the def2-TZVPD basis", "elements": ["Au", "C", "C", "C", "C", "C", "C", "N", "N", "B", "N", "C", "C", "C", "N", "C", "C", "C", "N", "C", "C", "C", "N", "C", "C", "C", "H", "H", "H", "H", "H", "H", "H", "H", "H", "H", "H", "H", "H", "H", "H", "H", "H", "H", "H", "H", "H", "H", "H", "H", "H", "H", "H", "H", "O", "C", "N", "C", "O", "C", "C", "C", "C", "N", "C", "H", "H", "H", "H", "H", "H", "H", "H"], "coordinates": [[0.69330, -0.89314, -0.60524], [2.60756, -1.97271, -3.34729], [3.46088, -2.53654, -2.19850], [4.76652, -3.12257, -2.72524], [3.70647, -1.48433, -1.16302], [4.91260, -0.95625, -0.69772], [4.56632, 0.00736, 0.23624], [3.23210, 0.06037, 0.32882], [2.71120, -0.84758, -0.52213], [2.35789, 0.97953, 1.20570], [1.48118, 0.09858, 2.11825], [1.44535, 0.13609, 3.46337], [0.69608, -0.92689, 3.91881], [0.24101, -1.59552, 2.76984], [0.75801, -0.95198, 1.70675], [-0.60702, -2.82953, 2.72281], [-0.62419, -3.53260, 4.07970], [-2.05085, -2.54159, 2.27442], [1.48140, 1.85820, 0.27882], [1.39509, 3.20271, 0.31928], [0.70468, 3.64331, -0.79187], [0.33733, 2.48799, -1.49390], [0.85416, 1.42975, -0.82252], [-0.37039, 2.43288, -2.81427], [-1.73971, 1.73876, -2.76032], [-0.53182, 3.83224, -3.40687], [2.37735, -2.76113, -4.06188], [1.66205, -1.55342, -2.97907], [3.14979, -1.18158, -3.86742], [2.88984, -3.34141, -1.71924], [5.35728, -2.35791, -3.23271], [5.36429, -3.54503, -1.91794], [4.55390, -3.91325, -3.44226], [5.90192, -1.24503, -1.00399], [5.18889, 0.65357, 0.83325], [3.03600, 1.68378, 1.87835], [1.98624, 0.88700, 4.01553], [0.48888, -1.19344, 4.93942], [-0.16229, -3.50022, 1.97919], [-1.16577, -2.93030, 4.81161], [-1.14062, -4.48633, 3.99574], [0.38039, -3.71656, 4.45964], [-2.49179, -1.73282, 2.86017], [-2.10175, -2.27973, 1.21931], [-2.65252, -3.43628, 2.42599], [1.87495, 3.76669, 1.10253], [0.49518, 4.65898, -1.07560], [0.26542, 1.84173, -3.48375], [-2.37817, 2.19599, -2.00174], [-2.23122, 1.85939, -3.72414], [-1.65170, 0.67210, -2.56436], [-1.21546, 4.43013, -2.80028], [0.41796, 4.36069, -3.48215], [-0.95970, 3.76025, -4.40441], [-3.09327, 4.27673, 2.05866], [-4.04150, 3.24847, 2.09758], [-3.46723, 2.19813, 1.28297], [-4.06893, 0.99720, 1.13590], [-5.10785, 0.69572, 1.67956], [-3.36459, 0.02617, 0.22451], [-4.12792, -0.87242, -0.51555], [-3.48722, -1.78793, -1.33605], [-2.10621, -1.79379, -1.38454], [-1.37466, -0.94209, -0.65391], [-1.99135, -0.05023, 0.14003], [-3.43533, 5.05546, 2.50520], [-5.01129, 3.55208, 1.68713], [-4.22013, 2.86330, 3.10704], [-2.64518, 2.46560, 0.76622], [-5.20673, -0.84189, -0.42725], [-4.04770, -2.49721, -1.92795], [-1.57162, -2.49455, -2.01242], [-1.35574, 0.58891, 0.73917]], "total_charge": 2, "homo_energy_ev": [-14.8, -14.8], "orbital_gap_ev": [9.009, 4.259], "multiplicity": 3}

4.
{"formula": "C9H21AgF3N3O3", "method": "the ωB97M-V functional and the def2-TZVPD basis", "elements": ["Ag", "F", "F", "F", "C", "O", "N", "C", "C", "H", "H", "H", "H", "H", "H", "H", "C", "O", "N", "C", "C", "H", "H", "H", "H", "H", "H", "H", "C", "O", "N", "C", "C", "H", "H", "H", "H", "H", "H", "H"], "coordinates": [[0.98630, 1.33810, -0.02334], [2.80309, 2.23318, 1.66003], [3.01169, 1.80038, -1.56609], [1.09969, 3.68289, -0.41216], [3.03610, -0.89458, 0.86148], [2.35741, -0.55648, -0.09535], [3.21539, -2.19730, 1.22770], [4.08715, -2.58292, 2.29922], [2.43680, -3.22911, 0.73110], [3.67116, -0.21362, 1.44901], [5.06547, -2.12466, 2.15442], [4.25832, -3.65930, 2.31349], [3.68009, -2.21590, 3.24139], [3.04859, -3.93471, 0.16899], [1.83839, -3.65069, 1.53873], [1.79512, -2.81570, -0.04701], [-2.11175, 0.63015, 1.40332], [-1.01127, 0.23264, 1.02898], [-2.60448, 1.83061, 1.09138], [-3.93624, 2.29616, 1.58031], [-2.05127, 2.72917, 0.01417], [-2.84124, 0.06685, 2.00559], [-4.12978, 1.70882, 2.47790], [-4.73948, 2.05389, 0.88446], [-4.02886, 3.35672, 1.81427], [-2.03210, 3.77571, 0.31829], [-1.05849, 2.37608, -0.26480], [-2.72199, 2.61400, -0.83727], [0.22899, 0.27855, -2.60204], [0.28639, 1.48679, -2.96650], [-0.95626, -0.33003, -2.30255], [-0.99327, -1.75777, -1.96982], [-2.16284, 0.46707, -2.28020], [1.06381, -0.38250, -2.32228], [-0.24492, -2.03257, -1.22647], [-0.68453, -2.38709, -2.80453], [-1.99413, -2.07894, -1.68133], [-2.03357, 1.54483, -2.37932], [-2.88092, 0.31822, -3.08661], [-2.75254, 0.22306, -1.39656]], "total_charge": -2, "homo_energy_ev": 0.8, "orbital_gap_ev": 3.768, "multiplicity": 1}

5.
{"formula": "C19H31IN3O", "method": "the ωB97M-V functional and the def2-TZVPD basis", "elements": ["C", "C", "C", "O", "C", "N", "C", "C", "C", "C", "C", "N", "C", "C", "C", "C", "C", "N", "C", "C", "C", "C", "C", "I", "H", "H", "H", "H", "H", "H", "H", "H", "H", "H", "H", "H", "H", "H", "H", "H", "H", "H", "H", "H", "H", "H", "H", "H", "H", "H", "H", "H", "H", "H", "H"], "coordinates": [[-4.48347, 2.55489, -0.72314], [-4.00040, 2.49319, -2.25616], [-2.48595, 2.99782, -2.49059], [-1.55465, 2.49389, -1.49773], [-0.76092, 1.39432, -1.99902], [-0.89847, 0.27899, -0.99009], [-0.56870, 0.53392, 0.41009], [-0.01649, 1.83547, 1.14827], [1.53804, 2.06069, 0.68561], [2.60016, 1.35350, 1.67107], [3.95643, 2.19114, 1.89812], [5.20615, 1.43265, 1.64628], [6.09166, 1.54756, 0.47490], [7.36525, 0.63950, 0.52676], [7.20792, -0.12054, 1.90260], [5.88004, 0.44031, 2.47732], [-0.85567, -0.84577, 1.03938], [-1.30689, -1.79001, 0.03113], [-1.59084, -3.19902, 0.43466], [-2.81029, -3.91776, -0.32049], [-2.15223, -5.08600, -1.26212], [-3.76563, -4.67822, 0.76261], [-1.32996, -1.09843, -1.22880], [-1.85269, -1.94760, -3.14358], [-4.27512, 3.55572, -0.20351], [-5.62996, 2.41573, -0.71345], [-4.06083, 1.69025, -0.07713], [-4.74530, 3.12902, -2.86837], [-4.14124, 1.40599, -2.61679], [-2.18290, 2.81524, -3.57813], [-2.52074, 4.15017, -2.36322], [0.33132, 1.78287, -2.03796], [-1.02681, 1.07171, -3.06209], [-0.56658, 2.78746, 0.82856], [-0.09509, 1.68865, 2.29189], [1.78050, 3.17578, 0.61455], [1.68245, 1.58108, -0.35451], [2.87591, 0.33168, 1.21566], [2.14377, 1.13306, 2.71240], [3.98857, 3.13796, 1.23694], [3.99960, 2.55920, 2.99141], [6.00534, 2.21718, -0.44066], [8.20631, 0.53766, -0.23376], [7.94034, -0.88570, 2.33535], [5.55521, 0.04023, 3.49215], [-0.69433, -1.05490, 2.14483], [-1.87750, -3.16007, 1.55813], [-0.59664, -3.78184, 0.40465], [-3.48791, -3.23185, -0.92937], [-1.00918, -5.05020, -1.27941], [-2.43476, -6.14460, -0.88565], [-2.48723, -4.92711, -2.36017], [-4.59454, -5.19217, 0.15496], [-4.31394, -3.90444, 1.43078], [-3.18111, -5.43824, 1.39487]], "total_charge": 1, "homo_energy_ev": -9.5, "smiles": "CCCOCn1c(CCCCn2cccc2)c[n+](CC(C)C)c1I", "orbital_gap_ev": 5.749, "multiplicity": 1}

no.,maximum force (eV Å⁻¹)
1,1.7
2,1.8
3,3.2
4,4.1
5,6.0